# 1
The following is a DFT calculation (wB97M-V/def2-TZVPD) of a molecular structure, C41H69MnN5O6.

Last column: Mulliken spin population.
Positions of all 122 atoms, in Å:
Mn1 -0.0521 -0.0049 -0.2283  4.58
C1 -2.1375 -1.5773 -2.3097  0.04
N1 -0.6923 -1.5009 -2.1119  -0.02
C2 -0.1649 -2.8484 -1.9070  0.05
C3 -0.0866 -0.8706 -3.2865  -0.01
C4 1.3911 -0.5936 -3.0924  0.04
N2 1.6587 0.1241 -1.8369  -0.05
C5 1.7937 1.5819 -2.0590  0.04
C6 0.6602 2.1847 -2.8434  0.01
C7 0.9167 2.6593 -4.1218  0.00
C8 -0.0839 3.2167 -4.9045  0.01
C9 -1.3260 3.3565 -4.2972  0.00
C10 -1.6299 2.9571 -2.9964  0.00
C11 -0.6336 2.2542 -2.2758  0.03
O1 -0.8728 1.6332 -1.1282  0.03
C12 -3.0429 3.3023 -2.4857  0.00
C13 -3.3835 4.7582 -2.8570  0.00
C14 -4.0674 2.3621 -3.1336  0.00
C15 -3.2041 3.2220 -0.9662  0.01
C16 0.1332 3.7073 -6.3345  0.00
C17 1.5397 3.3841 -6.8393  0.00
C18 -0.0637 5.2288 -6.3906  0.00
C19 -0.8768 3.0347 -7.2741  0.00
C20 2.8801 -0.4420 -1.2018  0.07
C21 3.4700 0.3508 -0.0753  0.00
C22 4.7814 0.7889 -0.1452  -0.01
C23 5.3922 1.4502 0.9145  0.01
C24 4.6239 1.6380 2.0596  0.00
C25 3.2988 1.2222 2.1797  0.01
C26 2.6945 0.5791 1.0765  0.02
O2 1.4309 0.2058 1.0966  0.08
C27 2.4986 1.4661 3.4630  0.01
C28 1.9728 0.1324 4.0185  0.00
C29 3.3351 2.1261 4.5602  0.00
C30 1.3111 2.3915 3.1577  0.02
C31 6.8427 1.9188 0.7944  0.00
C32 7.3092 2.6786 2.0363  0.00
C33 7.7612 0.7039 0.6020  0.00
C34 6.9869 2.8515 -0.4165  0.00
H1 -2.3845 -2.2224 -3.1655  0.00
H2 -2.5328 -0.5801 -2.5046  -0.01
H3 -2.6200 -1.9668 -1.4157  0.00
H4 -0.3035 -3.4713 -2.8034  0.00
H5 -0.6859 -3.3167 -1.0742  0.01
H6 0.8968 -2.8200 -1.6656  -0.02
H7 -0.6103 0.0680 -3.4684  -0.01
H8 -0.2226 -1.5071 -4.1760  0.01
H9 1.7467 -0.0135 -3.9512  0.01
H10 1.9562 -1.5270 -3.0882  0.00
H11 2.7366 1.7796 -2.5883  0.01
H12 1.8684 2.0572 -1.0788  -0.04
H13 1.9257 2.5573 -4.5052  0.00
H14 -2.1167 3.8191 -4.8748  0.00
H15 -3.4288 4.9286 -3.9316  0.00
H16 -2.6403 5.4419 -2.4410  0.00
H17 -4.3608 5.0214 -2.4448  0.00
H18 -4.0450 2.4352 -4.2228  0.00
H19 -5.0786 2.6053 -2.7950  0.00
H20 -3.8626 1.3243 -2.8597  0.00
H21 -2.4409 3.8167 -0.4620  0.00
H22 -3.1544 2.2067 -0.5893  -0.01
H23 -4.1869 3.6247 -0.7018  0.00
H24 2.3072 3.8916 -6.2509  0.00
H25 1.6424 3.7163 -7.8747  0.00
H26 1.7391 2.3103 -6.8088  0.00
H27 0.6486 5.7330 -5.7342  0.00
H28 -1.0691 5.5086 -6.0703  0.00
H29 0.0831 5.5989 -7.4091  0.00
H30 -0.7671 1.9483 -7.2448  0.00
H31 -0.7195 3.3688 -8.3030  0.00
H32 -1.9053 3.2744 -7.0000  0.00
H33 3.6545 -0.5778 -1.9689  0.00
H34 2.6068 -1.4372 -0.8341  -0.03
H35 5.3375 0.5948 -1.0578  0.00
H36 5.0760 2.1406 2.9014  0.00
H37 2.8061 -0.5328 4.2604  0.00
H38 1.3351 -0.3577 3.2842  0.00
H39 1.3998 0.3084 4.9355  0.00
H40 4.1908 1.5094 4.8441  0.00
H41 2.7149 2.2642 5.4491  0.00
H42 3.7049 3.1082 4.2582  0.00
H43 0.6863 1.9511 2.3816  0.00
H44 1.6737 3.3632 2.8085  0.00
H45 0.7165 2.5497 4.0650  0.00
H46 7.2836 2.0497 2.9290  0.00
H47 6.6943 3.5622 2.2217  0.00
H48 8.3400 3.0110 1.8949  0.00
H49 7.6890 0.0273 1.4562  0.00
H50 8.8028 1.0215 0.5004  0.00
H51 7.4910 0.1419 -0.2938  0.00
H52 6.3267 3.7159 -0.3190  0.00
H53 6.7345 2.3414 -1.3475  0.00
H54 8.0161 3.2113 -0.5006  0.00
O3 -3.8015 -0.1881 0.0572  0.00
H55 -3.5124 -0.2275 0.9779  0.00
H56 -3.0527 0.2436 -0.3792  0.05
N3 -1.1834 3.7010 2.3790  0.00
C35 -1.9038 2.7628 3.2232  0.00
C36 -1.9829 1.3812 2.5942  -0.01
O4 -2.4311 0.4156 3.1638  0.00
O5 -1.4935 1.2915 1.3622  -0.08
H57 -1.6449 4.5940 2.3029  0.00
H58 -1.2699 2.1939 1.0275  0.02
H59 -0.2295 3.8415 2.6815  0.00
H60 -2.9355 3.0835 3.3706  0.00
H61 -1.4683 2.6294 4.2153  0.00
N4 -0.9377 -1.5977 0.9735  0.07
C37 -1.1242 -2.2567 1.9020  0.05
N5 -1.3378 -3.0136 2.9540  0.00
C38 -2.7166 -3.4519 3.2449  0.00
C39 -3.3274 -2.5421 4.2958  0.00
O6 -2.5057 -2.5093 5.4525  0.00
C40 -1.2339 -1.9518 5.1554  0.00
C41 -0.4992 -2.8207 4.1518  0.00
H62 -2.6551 -4.4740 3.6228  0.00
H63 -3.2930 -3.4494 2.3211  0.00
H64 -4.3012 -2.9199 4.6055  0.00
H65 -3.4464 -1.5316 3.8912  0.00
H66 -0.6792 -1.9116 6.0919  0.00
H67 -1.3526 -0.9362 4.7600  0.00
H68 -0.3124 -3.8103 4.5725  0.00
H69 0.4489 -2.3767 3.8525  0.00

orbital gap (alpha / beta) = 7.50 / 7.70 eV
energy relative to the best compared isomer or geometry (same formula, charge and spin) = 0.0 kJ/mol
spin multiplicity = 6
total energy = -94696.2967 eV
strongest force on any atom = 0.01440 hartree/bohr

# 2
The following is a DFT calculation (wB97M-V/def2-TZVPD) of a single C16H23N5O4 molecule in a non-equilibrium geometry.

Last column: Mulliken charge in e.
Positions of all 48 atoms, in Å:
O1 -5.1757 -1.6442 -1.8699  -0.54
C1 -3.9724 -0.9363 -1.9889  -0.62
C2 -3.9457 0.2643 -1.0416  0.22
O2 -2.7865 1.0541 -1.2537  -0.51
C3 -2.2737 1.5368 -0.0359  -0.15
N1 -0.9021 1.1293 0.1206  0.06
C4 0.1991 1.8998 -0.1528  -0.44
N2 1.3258 1.2781 -0.0263  -0.48
C5 0.9901 -0.0047 0.3363  1.63
C6 1.7299 -1.1719 0.6195  -0.28
N3 3.0646 -1.2616 0.6185  -0.11
C7 3.9742 -0.2404 0.1517  0.20
C8 5.2154 -0.2044 1.0429  -0.89
C9 6.1763 0.8807 0.5656  -0.62
C10 6.5767 0.6399 -0.8866  -0.65
C11 5.3396 0.5942 -1.7780  -0.68
C12 4.3798 -0.4926 -1.3050  -0.87
N4 1.0478 -2.2809 0.9459  -0.75
C13 -0.2682 -2.2428 0.9976  -0.64
N5 -1.0718 -1.2207 0.7600  -0.24
C14 -0.4085 -0.1141 0.4226  -0.36
C15 -3.1859 1.0222 1.0990  -0.04
O3 -4.1669 1.9662 1.4579  -0.60
C16 -3.9029 -0.1703 0.4374  -0.46
O4 -5.1528 -0.4617 0.9783  -0.60
H1 -5.3485 -1.7993 -0.9312  0.37
H2 -3.1049 -1.5770 -1.7716  0.29
H3 -3.9062 -0.5953 -3.0243  0.33
H4 -4.8430 0.8807 -1.2136  0.29
H5 -2.2735 2.6388 -0.0628  0.43
H6 0.1083 2.9305 -0.4349  0.44
H7 3.4334 -2.1880 0.7811  0.35
H8 3.4452 0.7148 0.2104  0.41
H9 4.9188 -0.0167 2.0765  0.33
H10 5.7150 -1.1761 1.0054  0.35
H11 5.6893 1.8542 0.6496  0.33
H12 7.0640 0.8925 1.2009  0.35
H13 7.1147 -0.3079 -0.9626  0.32
H14 7.2478 1.4325 -1.2224  0.31
H15 4.8306 1.5593 -1.7436  0.34
H16 5.6317 0.4039 -2.8124  0.34
H17 4.8613 -1.4708 -1.3835  0.33
H18 3.4853 -0.5026 -1.9302  0.34
H19 -0.7556 -3.1696 1.2703  0.42
H20 -2.5953 0.7121 1.9674  0.50
H21 -3.7699 2.6714 1.9780  0.40
H22 -3.2722 -1.0593 0.5470  0.48
H23 -5.5907 0.3780 1.1759  0.39

SMILES string = OC[C@@H]1O[C@H](n2cnc3c(NC4CCCCC4)ncnc32)[C@@H](O)[C@H]1O
orbital gap = 8.66 eV
energy relative to the best compared isomer or geometry (same formula, charge and spin) = 131.4 kJ/mol
total energy = -32606.6851 eV
strongest force on any atom = 0.02187 hartree/bohr

# 3
The following is a DFT calculation (wB97M-V/def2-TZVPD) of a single C5H8N2 molecule.

Last column: Mulliken charge in e.
Positions of all 15 atoms, in Å:
C1 2.2989 0.2757 0.0630  -0.86
N1 0.9123 -0.0933 -0.1159  0.17
C2 0.3733 -1.3126 0.1763  -0.48
C3 -0.9930 -1.1885 0.2437  -0.71
C4 -1.3062 0.1779 -0.0006  0.76
N2 -2.5946 0.7355 0.0782  -0.56
C5 -0.1192 0.8201 -0.2291  -0.68
H1 2.9518 -0.5477 -0.2390  0.31
H2 2.5194 1.1449 -0.5614  0.30
H3 2.5251 0.5309 1.1067  0.29
H4 0.9971 -2.1888 0.2844  0.36
H5 -1.7107 -1.9790 0.4096  0.33
H6 -3.2929 0.1343 -0.3376  0.25
H7 -2.6542 1.6638 -0.3202  0.23
H8 0.0930 1.8270 -0.5581  0.29

SMILES string = Cn1ccc(N)c1
orbital gap = 8.55 eV
energy relative to the best compared isomer or geometry (same formula, charge and spin) = 48.0 kJ/mol
total energy = -8294.4985 eV
strongest force on any atom = 0.00726 hartree/bohr